Density functional theory data (the ωB97M-V functional and the def2-TZVPD basis) for a structure of composition C32H42N5O7SSbTa.

Geometry (Å):
Ta1 0.06 -0.06 -0.31
C1 1.74 4.14 1.09
O1 2.08 3.26 2.15
C2 2.97 2.28 1.78
C3 4.24 2.29 2.33
C4 5.19 1.34 1.98
C5 4.87 0.40 1.02
C6 3.59 0.36 0.47
C7 3.31 -0.57 -0.60
N1 2.16 -0.72 -1.13
N2 2.15 -1.60 -2.21
C8 0.94 -1.97 -2.42
O2 -0.04 -1.52 -1.65
C9 0.57 -2.82 -3.56
C10 -0.67 -2.66 -4.17
C11 -0.99 -3.42 -5.28
C12 -0.09 -4.36 -5.76
C13 1.14 -4.53 -5.15
C14 1.48 -3.75 -4.05
C15 2.61 1.27 0.88
O3 1.36 1.23 0.39
H1 1.06 4.89 1.50
H2 1.23 3.60 0.28
H3 2.63 4.64 0.70
H4 4.48 3.08 3.04
H5 6.18 1.37 2.41
H6 5.61 -0.32 0.69
H7 4.14 -1.15 -1.01
H8 -1.36 -1.92 -3.80
H9 -1.95 -3.29 -5.77
H10 -0.35 -4.96 -6.62
H11 1.84 -5.26 -5.53
H12 2.44 -3.87 -3.57
O4 -2.81 0.66 -3.30
C16 -1.84 0.73 -2.59
O5 -1.74 0.23 -1.39
C17 -0.58 1.44 -3.01
C18 -0.51 2.23 -4.14
C19 0.68 2.87 -4.42
C20 1.75 2.71 -3.55
C21 1.60 1.89 -2.44
N3 0.45 1.27 -2.18
H13 -1.39 2.31 -4.77
H14 0.78 3.50 -5.29
H15 2.70 3.19 -3.73
H16 2.41 1.74 -1.75
C22 -0.85 -4.30 1.29
C23 -1.70 -3.24 1.99
Sb1 -2.14 -1.53 0.79
C24 -3.46 -0.47 2.09
C25 -3.02 -0.40 3.54
C26 -3.58 -2.27 -0.57
C27 -3.12 -3.36 -1.53
H17 -0.63 -5.12 1.97
H18 0.10 -3.89 0.94
H19 -1.37 -4.71 0.43
H20 -1.22 -2.89 2.91
H21 -2.67 -3.65 2.28
H22 -4.42 -0.97 1.99
H23 -3.57 0.53 1.66
H24 -3.04 -1.39 4.01
H25 -3.68 0.24 4.12
H26 -2.00 -0.01 3.64
H27 -3.93 -1.39 -1.11
H28 -4.41 -2.62 0.05
H29 -2.18 -3.10 -2.00
H30 -3.86 -3.52 -2.32
H31 -2.99 -4.31 -1.02
C28 -0.68 2.96 4.25
N4 -0.73 2.48 2.88
C29 -1.32 2.99 1.83
S1 -1.54 2.07 0.37
N5 -1.91 4.20 1.82
C30 -1.63 5.35 2.67
H32 -0.62 2.09 4.89
H33 -1.58 3.50 4.50
H34 0.20 3.58 4.42
H35 -0.26 1.59 2.70
H36 -2.42 4.38 0.98
H37 -0.69 5.23 3.19
H38 -2.43 5.53 3.39
H39 -1.54 6.23 2.03
C31 1.56 -1.71 3.30
C32 0.85 -1.09 2.14
O6 1.04 -1.54 0.96
O7 0.07 -0.11 2.26
H40 1.70 -2.78 3.13
H41 1.02 -1.53 4.22
H42 2.55 -1.25 3.38

Net charge: +1
HOMO in eV: -10.83
ΔE to the lowest compared entry with this formula, charge and spin in kJ/mol: 30.6
Kohn-Sham gap in Ha: 0.2783

Results of the Löwdin charge analysis, in e, for atoms 1 through 4:
1 Ta 1.73
2 C -0.04
3 O -0.10
4 C -0.22

***

Density functional theory data (the ωB97M-V functional and the def2-TZVPD basis) for a structure of composition C32H43BN8PReSSi in a non-equilibrium geometry.

Geometry (Å):
Re1 0.12 -0.06 0.31
B1 2.83 0.27 2.73
N1 1.35 0.38 3.14
C1 1.00 0.53 4.41
C2 -0.37 0.71 4.48
C3 -0.79 0.64 3.16
N2 0.27 0.43 2.36
N3 3.07 0.23 1.20
C4 4.31 0.23 0.74
C5 4.29 -0.03 -0.63
C6 2.95 -0.16 -0.92
N4 2.21 0.02 0.19
H1 3.27 -0.75 3.18
H2 3.40 1.23 3.15
H3 1.73 0.49 5.20
H4 -0.97 0.86 5.35
H5 -1.79 0.73 2.77
H6 5.14 0.39 1.39
H7 5.13 -0.12 -1.29
H8 2.49 -0.38 -1.87
C7 0.56 1.08 -3.24
P1 -0.31 -0.14 -2.17
C8 -0.08 -1.66 -3.17
C9 -2.05 0.34 -2.45
C10 -2.38 1.69 -2.58
C11 -3.70 2.08 -2.68
C12 -4.72 1.14 -2.65
C13 -4.40 -0.20 -2.53
C14 -3.08 -0.60 -2.43
H9 0.72 2.01 -2.70
H10 -0.06 1.27 -4.11
H11 1.52 0.69 -3.57
H12 -0.46 -1.48 -4.18
H13 -0.60 -2.50 -2.72
H14 0.98 -1.90 -3.22
H15 -1.60 2.43 -2.62
H16 -3.94 3.13 -2.79
H17 -5.75 1.45 -2.72
H18 -5.19 -0.94 -2.48
H19 -2.86 -1.65 -2.34
C15 2.25 3.21 -0.23
N5 1.15 4.04 0.18
C16 1.54 5.20 0.95
C17 -0.13 3.59 0.13
N6 -0.41 2.34 -0.12
N7 -1.11 4.53 0.35
C18 -1.12 5.79 -0.38
C19 -2.44 4.10 0.74
H20 2.95 3.81 -0.82
H21 1.88 2.39 -0.85
H22 2.78 2.80 0.63
H23 2.34 4.92 1.63
H24 0.71 5.57 1.54
H25 1.91 6.00 0.30
H26 -1.41 2.21 -0.25
H27 -0.16 5.98 -0.83
H28 -1.38 6.61 0.30
H29 -1.88 5.75 -1.17
H30 -2.38 3.21 1.36
H31 -3.09 3.89 -0.12
H32 -2.90 4.89 1.32
C20 3.95 -4.91 -0.59
C21 2.71 -4.99 -1.20
C22 1.66 -4.22 -0.74
C23 1.84 -3.35 0.34
C24 3.10 -3.26 0.91
C25 4.15 -4.03 0.46
Si1 0.38 -2.42 1.13
C26 -1.19 -3.49 1.01
C27 -1.53 -4.30 2.10
C28 -2.59 -5.18 2.02
C29 -3.33 -5.28 0.85
C30 -3.02 -4.46 -0.23
C31 -1.97 -3.57 -0.14
H33 4.76 -5.54 -0.94
H34 2.55 -5.67 -2.02
H35 0.69 -4.32 -1.19
H36 3.26 -2.60 1.75
H37 5.11 -3.96 0.94
H38 0.67 -2.39 2.60
H39 -0.96 -4.23 3.01
H40 -2.84 -5.80 2.86
H41 -4.15 -5.98 0.78
H42 -3.60 -4.53 -1.14
H43 -1.74 -2.92 -0.96
S1 -4.50 -0.63 0.90
C32 -2.96 -0.42 0.66
N8 -1.81 -0.23 0.47

Net charge: +1
HOMO (alpha / beta) in eV: -10.88 / -10.70
Spin multiplicity: 2
Kohn-Sham gap (alpha / beta) in Ha: 0.2178 / 0.2267

Results of the Löwdin charge analysis, in e, for atoms 1 through 4:
1 Re 1.24
2 B -0.44
3 N -0.07
4 C -0.06

***

> net charge of number 2 (C32H43BN8PReSSi)?

+1

***

Repeat the first record exactly.
Density functional theory data (the ωB97M-V functional and the def2-TZVPD basis) for a structure of composition C32H42N5O7SSbTa.

Geometry (Å):
Ta1 0.06 -0.06 -0.31
C1 1.74 4.14 1.09
O1 2.08 3.26 2.15
C2 2.97 2.28 1.78
C3 4.24 2.29 2.33
C4 5.19 1.34 1.98
C5 4.87 0.40 1.02
C6 3.59 0.36 0.47
C7 3.31 -0.57 -0.60
N1 2.16 -0.72 -1.13
N2 2.15 -1.60 -2.21
C8 0.94 -1.97 -2.42
O2 -0.04 -1.52 -1.65
C9 0.57 -2.82 -3.56
C10 -0.67 -2.66 -4.17
C11 -0.99 -3.42 -5.28
C12 -0.09 -4.36 -5.76
C13 1.14 -4.53 -5.15
C14 1.48 -3.75 -4.05
C15 2.61 1.27 0.88
O3 1.36 1.23 0.39
H1 1.06 4.89 1.50
H2 1.23 3.60 0.28
H3 2.63 4.64 0.70
H4 4.48 3.08 3.04
H5 6.18 1.37 2.41
H6 5.61 -0.32 0.69
H7 4.14 -1.15 -1.01
H8 -1.36 -1.92 -3.80
H9 -1.95 -3.29 -5.77
H10 -0.35 -4.96 -6.62
H11 1.84 -5.26 -5.53
H12 2.44 -3.87 -3.57
O4 -2.81 0.66 -3.30
C16 -1.84 0.73 -2.59
O5 -1.74 0.23 -1.39
C17 -0.58 1.44 -3.01
C18 -0.51 2.23 -4.14
C19 0.68 2.87 -4.42
C20 1.75 2.71 -3.55
C21 1.60 1.89 -2.44
N3 0.45 1.27 -2.18
H13 -1.39 2.31 -4.77
H14 0.78 3.50 -5.29
H15 2.70 3.19 -3.73
H16 2.41 1.74 -1.75
C22 -0.85 -4.30 1.29
C23 -1.70 -3.24 1.99
Sb1 -2.14 -1.53 0.79
C24 -3.46 -0.47 2.09
C25 -3.02 -0.40 3.54
C26 -3.58 -2.27 -0.57
C27 -3.12 -3.36 -1.53
H17 -0.63 -5.12 1.97
H18 0.10 -3.89 0.94
H19 -1.37 -4.71 0.43
H20 -1.22 -2.89 2.91
H21 -2.67 -3.65 2.28
H22 -4.42 -0.97 1.99
H23 -3.57 0.53 1.66
H24 -3.04 -1.39 4.01
H25 -3.68 0.24 4.12
H26 -2.00 -0.01 3.64
H27 -3.93 -1.39 -1.11
H28 -4.41 -2.62 0.05
H29 -2.18 -3.10 -2.00
H30 -3.86 -3.52 -2.32
H31 -2.99 -4.31 -1.02
C28 -0.68 2.96 4.25
N4 -0.73 2.48 2.88
C29 -1.32 2.99 1.83
S1 -1.54 2.07 0.37
N5 -1.91 4.20 1.82
C30 -1.63 5.35 2.67
H32 -0.62 2.09 4.89
H33 -1.58 3.50 4.50
H34 0.20 3.58 4.42
H35 -0.26 1.59 2.70
H36 -2.42 4.38 0.98
H37 -0.69 5.23 3.19
H38 -2.43 5.53 3.39
H39 -1.54 6.23 2.03
C31 1.56 -1.71 3.30
C32 0.85 -1.09 2.14
O6 1.04 -1.54 0.96
O7 0.07 -0.11 2.26
H40 1.70 -2.78 3.13
H41 1.02 -1.53 4.22
H42 2.55 -1.25 3.38

Net charge: +1
HOMO in eV: -10.83
ΔE to the lowest compared entry with this formula, charge and spin in kJ/mol: 30.6
Kohn-Sham gap in Ha: 0.2783

Results of the Löwdin charge analysis, in e, for atoms 1 through 4:
1 Ta 1.73
2 C -0.04
3 O -0.10
4 C -0.22